Entry 1:
28
Properties=species:S:1:pos:R:3:lowdin_charge:R:1 method="wB97M-V/def2-TZVPD" homo_ev=-15.612 e_lumo_ev=-8.807 energy_ha=-2349.89377 charge=+2 de_lowest_kj_mol=0.0
I 1.7891 -4.4845 -0.8468 0.31
I -0.8095 -4.2400 -0.1007 0.35
Al 0.3061 -0.8071 0.5522 -0.28
P -0.0437 -0.2263 -1.6539 0.76
C -1.6966 -0.0077 -2.4451 -0.19
C 0.8117 1.3531 -1.9424 -0.21
H 1.8247 -1.6224 -2.2295 0.02
H 0.8685 -1.1748 -3.6935 0.08
H 0.2860 -2.4437 -2.5394 -0.01
C 0.8183 -1.4888 -2.6423 -0.27
H 1.8076 1.2965 -1.4895 0.07
H 0.9080 1.5356 -3.0205 0.08
H -1.5544 0.2714 -3.5127 0.09
H -2.2326 0.8064 -1.9167 0.07
H 0.2345 2.1624 -1.4781 0.07
H -2.2641 -0.9566 -2.3713 0.07
C -1.6858 -1.1544 0.5841 -0.16
O -2.8351 -1.0485 0.7358 0.22
Cl 2.2128 -1.5585 0.9298 0.36
C -0.0899 2.8158 2.7449 -0.30
S -0.2808 1.0994 2.2369 0.83
C 0.3727 0.2214 3.6736 -0.32
H -0.3700 3.4765 1.9286 0.06
H 0.9287 3.0358 3.0500 0.07
H -0.7388 3.0420 3.5838 0.07
H 0.7630 0.9573 4.3975 0.08
H -0.4532 -0.3438 4.1184 0.06
H 1.1229 -0.5166 3.3469 0.01

=====

Entry 2:
163
Properties=species:S:1:pos:R:3:lowdin_charge:R:1 method="wB97M-V/def2-TZVPD" homo_ev=-4.897 e_lumo_ev=-0.531 energy_ha=-4821.72492 charge=-1
C -4.6977 8.9003 3.4127 -0.16
C -4.9393 7.9117 2.0894 -0.25
C -6.1703 8.5946 1.2256 -0.23
C -6.2634 7.9593 -0.3182 -0.22
C -7.1529 6.5530 -0.2717 -0.22
C -7.0188 5.7219 -1.7158 -0.21
C -6.8154 4.1043 -1.4659 -0.21
C -5.7045 3.4173 -2.4976 -0.21
C -4.5274 2.6386 -1.6599 -0.21
C -4.0574 1.2038 -2.3689 -0.20
C -4.5712 -0.0670 -1.4541 -0.23
C -3.6856 -1.4426 -1.6497 -0.20
C -3.6363 -2.2445 -0.1828 -0.21
C -2.6736 -1.4951 0.9132 -0.23
C -1.2860 -2.2892 1.2781 -0.23
C -0.2659 -2.5205 0.0156 -0.22
C -0.0265 -1.2066 -0.9357 -0.20
C 1.5799 -0.8937 -1.0340 -0.13
B 1.9739 0.4983 -1.8160 -0.84
O 1.1687 1.7225 -1.6081 -0.05
C 1.8933 2.7055 -2.4805 -0.23
C 2.8742 3.7455 -1.6744 -0.12
C 2.0224 4.8217 -0.7187 -0.07
C 2.0786 4.4578 0.8789 -0.22
F 2.5212 3.0798 1.1949 0.02
F 0.6941 4.6273 1.4553 -0.04
F 2.9234 5.4628 1.6256 -0.04
C 2.4943 1.7550 -3.6731 -0.22
C 4.1092 1.5019 -3.8002 -0.05
C 4.2766 0.0469 -4.6082 -0.14
O 5.1067 -0.9352 -4.1935 -0.04
F 3.4543 -0.2664 -5.8349 -0.06
O 2.0008 0.3893 -3.2938 -0.06
H -4.2463 8.2971 4.3219 0.06
H -5.7569 9.3148 3.7528 0.07
H -4.0600 9.8664 3.1380 0.08
H -5.2098 6.8299 2.4531 0.10
H -3.9132 7.8749 1.4920 0.11
H -5.9202 9.7479 1.0576 0.11
H -7.1803 8.4457 1.8262 0.12
H -5.1790 7.7134 -0.7472 0.10
H -6.8087 8.7261 -1.0184 0.11
H -6.7212 5.9243 0.6360 0.10
H -8.2980 6.7530 -0.0048 0.11
H -8.0204 5.9852 -2.3065 0.11
H -6.0917 6.2000 -2.2842 0.10
H -6.4594 3.9724 -0.3350 0.10
H -7.8567 3.5586 -1.5740 0.11
H -6.2742 2.5934 -3.1376 0.11
H -5.2883 4.2236 -3.2646 0.11
H -3.6115 3.3539 -1.4437 0.11
H -5.0169 2.3171 -0.6217 0.10
H -2.8760 1.1954 -2.3402 0.11
H -4.4174 1.1273 -3.4999 0.12
H -4.5642 0.1713 -0.2950 0.10
H -5.7112 -0.2417 -1.7360 0.11
H -2.6028 -1.2590 -2.0800 0.10
H -4.3434 -2.1511 -2.3498 0.11
H -4.7537 -2.1710 0.2306 0.10
H -3.4281 -3.3946 -0.3189 0.11
H -3.3036 -1.4463 1.9262 0.09
H -2.4754 -0.3682 0.6195 0.11
H -1.6024 -3.3288 1.7583 0.11
H -0.7243 -1.6761 2.1062 0.10
H 0.7814 -2.8406 0.4909 0.11
H -0.6466 -3.4740 -0.5867 0.11
H -0.5845 -0.2568 -0.5407 0.11
H -0.3752 -1.5242 -2.0320 0.12
H 2.1447 -0.9044 0.0080 0.11
H 2.0692 -1.7843 -1.6589 0.10
H 2.9973 0.7915 -1.2949 0.09
H 1.2165 3.4646 -3.1056 0.14
H 3.7034 3.1710 -1.0801 0.12
H 3.4519 4.4397 -2.4526 0.12
H 0.8861 4.9017 -1.0751 0.12
H 2.4631 5.9228 -0.8269 0.13
H 2.1420 2.0996 -4.7392 0.15
H 4.6796 1.4189 -2.7802 0.13
H 4.6689 2.3423 -4.4331 0.13
C -0.9024 0.2735 5.0873 0.09
C -0.1919 0.3839 6.2114 -0.23
C -0.5446 -0.3970 7.4294 -0.31
O 0.1383 -0.2889 8.4418 0.10
C -1.7217 -1.2774 7.3667 0.08
C -2.4342 -1.3850 6.2435 -0.20
C -2.0649 -0.6252 5.0178 -0.29
O -2.7282 -0.7589 3.9949 0.09
O -3.5432 -2.2084 6.1785 0.08
O 0.9005 1.2285 6.2852 0.07
H -0.6559 0.8335 4.1940 0.15
H -1.9775 -1.8256 8.2644 0.14
H -3.8846 -2.1143 5.2624 0.12
H 1.2453 1.1298 7.1993 0.12
C 4.8523 -3.5246 -1.9531 0.09
C 6.1564 -3.7397 -1.7696 -0.20
C 6.7072 -5.1201 -1.6767 -0.30
O 7.9126 -5.2866 -1.5269 0.09
C 5.7642 -6.2459 -1.7654 0.08
C 4.4596 -6.0305 -1.9454 -0.17
C 3.9130 -4.6510 -2.0659 -0.29
O 2.7117 -4.4853 -2.2494 0.11
O 3.5674 -7.0838 -2.0270 0.01
O 7.0450 -2.6859 -1.6600 0.08
H 4.4387 -2.5265 -2.0247 0.13
H 6.1754 -7.2434 -1.6785 0.09
H 2.6866 -6.6699 -2.1590 0.14
H 7.9264 -3.0999 -1.5340 0.11
C -1.5674 6.4269 -4.4703 0.09
C -2.5276 6.9733 -5.2188 -0.21
C -3.4779 7.9698 -4.6516 -0.31
O -4.3379 8.4688 -5.3688 0.10
C -3.3450 8.3159 -3.2278 0.07
C -2.3869 7.7668 -2.4787 -0.21
C -1.4199 6.7915 -3.0528 -0.29
O -0.5386 6.3176 -2.3437 0.10
O -2.2581 8.0856 -1.1393 0.07
O -2.6741 6.6336 -6.5511 0.08
H -0.8686 5.7031 -4.8703 0.14
H -4.0533 9.0280 -2.8239 0.13
H -1.4927 7.5605 -0.8186 0.12
H -3.4357 7.1632 -6.8732 0.11
C 2.3213 -11.7132 0.6833 0.08
C 3.1660 -12.5525 0.0810 -0.21
C 4.2159 -12.0566 -0.8515 -0.31
O 4.9898 -12.8500 -1.3754 0.09
C 4.2779 -10.6101 -1.1130 0.08
C 3.4309 -9.7714 -0.5133 -0.16
C 2.3994 -10.2645 0.4401 -0.30
O 1.6469 -9.4673 0.9900 0.11
O 3.4819 -8.4111 -0.7566 0.03
O 3.0970 -13.9156 0.3027 0.07
H 1.5549 -12.0598 1.3651 0.14
H 5.0341 -10.2650 -1.8065 0.12
H 2.7697 -8.0205 -0.2045 0.14
H 3.8130 -14.3055 -0.2447 0.11
C 8.0475 -11.0875 -1.9645 0.08
C 8.8923 -11.9267 -2.5668 -0.20
C 9.9421 -11.4309 -3.4993 -0.31
O 10.7161 -12.2243 -4.0232 0.10
C 10.0042 -9.9844 -3.7608 0.08
C 9.1571 -9.1457 -3.1611 -0.20
C 8.1256 -9.6388 -2.2077 -0.28
O 7.3731 -8.8416 -1.6578 0.09
O 9.2081 -7.7854 -3.4044 0.09
O 8.8233 -13.2899 -2.3452 0.08
H 7.2811 -11.4341 -1.2827 0.12
H 10.7603 -9.6393 -4.4543 0.14
H 8.4960 -7.3948 -2.8523 0.09
H 9.5393 -13.6798 -2.8925 0.11
C -3.9690 4.3925 7.5312 0.08
C -3.9969 5.7245 7.6081 -0.21
C -2.7936 6.5430 7.2922 -0.31
O -2.8550 7.7659 7.3535 0.10
C -1.5585 5.8366 6.9178 0.08
C -1.5299 4.5045 6.8442 -0.20
C -2.7406 3.6879 7.1333 -0.29
O -2.6884 2.4662 7.0394 0.11
O -0.3718 3.8341 6.4956 0.09
O -5.1471 6.3937 7.9839 0.07
H -4.8369 3.7854 7.7559 0.14
H -0.6865 6.4427 6.7081 0.14
H -0.6074 2.8808 6.5115 0.08
H -4.9131 7.3471 7.9622 0.11

=====

Entry 3:
19
Properties=species:S:1:pos:R:3:lowdin_charge:R:1 method="wB97M-V/def2-TZVPD" homo_ev=-8.062 e_lumo_ev=0.855 energy_ha=-402.22181 de_lowest_kj_mol=410.5
C -1.5939 0.0470 1.7052 -0.18
C -0.8691 1.4903 -0.8255 -0.13
C 1.1282 -0.5334 -1.7416 -0.05
C 1.0124 -1.4730 0.5211 -0.08
N 1.5327 -0.8342 1.5263 0.09
C 0.2820 -0.6809 -0.4806 -0.37
O -1.4894 -1.1607 1.6892 -0.03
O -0.1613 0.6835 0.0808 -0.27
H 2.0611 -1.3435 2.2202 0.10
H 1.3271 0.1421 1.7425 0.11
H -0.9986 0.6783 2.3928 0.09
H -2.4193 0.5692 1.1934 0.09
H -0.6515 -1.2107 -0.7110 0.14
H -1.7041 0.9414 -1.2827 0.10
H -1.2656 2.3439 -0.2704 0.09
H -0.2140 1.8708 -1.6177 0.08
H 1.9937 0.0970 -1.5441 0.09
H 1.4798 -1.5168 -2.0397 0.08
H 0.5498 -0.1103 -2.5584 0.07